No. 1
ORCA calculation (the ωB97M-V functional and the def2-TZVPD basis) on a structure of composition C40H87N2O17PS in a non-equilibrium geometry.

XYZ file:
```
148
Properties=species:S:1:pos:R:3
C 0.75335 0.23216 2.95439
P 1.37319 -1.32067 2.10099
O 0.60537 -1.27803 0.59850
C 3.21853 -1.19337 1.86536
C 3.90485 -0.03643 1.19677
C 3.01716 1.07358 0.65104
C 3.34144 2.52204 1.15630
O 3.26503 3.49348 0.10971
C 2.04858 4.21868 0.17101
C 0.94038 3.25753 -0.36084
O -0.36368 3.84739 -0.59746
C -1.25156 2.76924 -0.49357
C -0.99546 1.57203 -1.21309
C -1.79636 0.43925 -1.12925
C -2.96799 0.47004 -0.31583
C -3.87332 -0.79205 -0.24779
C -4.25614 -1.08564 -1.75638
C -3.10740 -2.05715 0.25084
C -5.22751 -0.49475 0.47537
C -5.27631 -0.72917 2.02171
C -4.03142 -0.23686 2.82339
C -6.49607 0.13598 2.53986
C -5.64420 -2.20489 2.41830
C -3.23027 1.67225 0.35098
C -2.39874 2.81420 0.30204
C 5.26104 0.02401 1.06532
C 6.09362 -1.08212 1.57709
N 7.41980 -1.14016 1.47697
S 7.79115 -2.59071 2.19745
N 6.31231 -3.11789 2.58455
C 5.40459 -2.20460 2.21424
C 3.95768 -2.27422 2.36789
C 3.35235 -3.51563 3.05086
C 3.61541 -4.88386 2.33687
C 3.01775 -5.04603 0.93153
O 2.62953 -6.15137 0.60166
O 2.93435 -4.03717 0.02270
H 1.56637 0.85686 3.36633
H 0.14645 -0.10058 3.81819
H 0.09856 0.83251 2.28716
H 0.38728 -0.35846 0.36414
H 1.94850 0.87778 0.80602
H 3.17034 1.09276 -0.45147
H 2.55406 2.78681 1.89842
H 4.30212 2.54840 1.70219
H 2.13640 5.05783 -0.54598
H 1.80935 4.63298 1.16943
H 1.34469 2.81388 -1.29006
H 0.79118 2.49663 0.42898
H -0.12067 1.51089 -1.87242
H -1.56694 -0.47127 -1.69051
H -4.84303 -2.02139 -1.78924
H -3.32635 -1.29118 -2.32053
H -4.78673 -0.20202 -2.14775
H -2.57440 -2.47347 -0.63320
H -3.75600 -2.86656 0.61761
H -2.29762 -1.79773 0.96082
H -5.56647 0.51435 0.16989
H -5.97125 -1.19341 0.03195
H -3.07825 -0.27809 2.27479
H -3.91882 -0.86856 3.73021
H -4.17084 0.80387 3.16990
H -6.73909 -0.06161 3.59552
H -7.34246 -0.00184 1.84315
H -6.17237 1.19340 2.42982
H -4.76510 -2.86550 2.48410
H -6.05753 -2.14802 3.44814
H -6.45938 -2.59047 1.78272
H -4.12005 1.74461 0.99082
H -2.61830 3.72868 0.86567
H 5.69453 0.90757 0.58069
H 3.85401 -3.58500 4.04016
H 2.27356 -3.44758 3.23763
H 3.14842 -5.67531 2.94569
H 4.70024 -5.10025 2.28911
H 2.83272 -4.47354 -0.84050
C 4.46732 -1.88832 -2.04447
O 4.77009 -2.18637 -0.69295
H 5.35609 -1.47309 -2.51653
H 4.17145 -2.79933 -2.57670
H 3.65636 -1.15372 -2.09574
H 3.97293 -2.55430 -0.29596
C 0.65798 0.93192 -4.92893
O -0.20905 0.25678 -4.02255
H 0.30932 1.95645 -5.03920
H 1.67946 0.93956 -4.53852
H 0.64045 0.43932 -5.90435
H 0.11358 -0.64609 -3.93716
C 0.91901 8.02922 0.42425
O -0.22416 7.18705 0.31444
H 0.59020 9.06612 0.44689
H 1.45586 7.80059 1.34582
H 1.57308 7.87561 -0.43965
H 0.09767 6.27816 0.29401
C -1.25425 -2.95501 -4.44428
O -2.09109 -3.64285 -3.52795
H -1.63158 -1.93996 -4.56319
H -0.22789 -2.91661 -4.06022
H -1.26374 -3.45752 -5.41508
H -1.73981 -4.53899 -3.43711
C 9.22839 0.90377 4.23887
O 8.14409 -0.00812 4.36456
H 9.76237 0.93618 5.18594
H 9.91089 0.57070 3.45195
H 8.85525 1.90306 4.00379
H 7.68445 -0.02576 3.51810
C -7.64004 1.46551 -3.16568
O -7.30087 1.27516 -1.79192
H -6.78370 1.89138 -3.68263
H -7.89397 0.50287 -3.61650
H -8.48585 2.15009 -3.24561
H -8.07093 0.89864 -1.35644
C 7.00668 3.31762 2.25896
O 6.10026 2.60517 3.09586
H 6.69595 4.35966 2.22391
H 8.01937 3.25872 2.66298
H 6.99033 2.90379 1.24643
H 6.38951 1.68707 3.11524
C 4.19236 7.89905 3.44972
O 3.17779 8.69639 2.84731
H 4.06472 6.87079 3.11745
H 5.18043 8.25455 3.14632
H 4.10519 7.93806 4.53835
H 3.30527 9.59994 3.15096
C -0.02907 -6.31513 -1.04649
O -1.14291 -6.01991 -1.88882
H 0.73181 -6.82160 -1.63673
H 0.38480 -5.38776 -0.64289
H -0.34591 -6.96706 -0.22913
H -1.79998 -5.57290 -1.34474
C 1.19836 -9.15927 1.94079
O 0.10724 -9.69810 1.20000
H 0.89628 -9.04764 2.98004
H 2.05322 -9.83839 1.88504
H 1.47487 -8.18086 1.54014
H 0.40049 -9.78649 0.28854
C -7.00816 5.16672 -5.30307
O -7.96143 4.30824 -4.68559
H -6.60713 4.66157 -6.17904
H -7.48625 6.09935 -5.61370
H -6.19251 5.38438 -4.60889
H -8.30394 4.77037 -3.91474
C -6.65103 -0.98882 -5.85088
O -7.51716 -1.66937 -4.94876
H -7.01153 0.02937 -5.98061
H -5.63768 -0.96441 -5.44126
H -6.65093 -1.49873 -6.81783
H -7.17671 -2.56342 -4.85116
```

Computed properties:
- multiplicity = 1
- E_LUMO (eV) = -0.9
- energy (eV) = -100796.17438

***

No. 2
ORCA calculation (the ωB97M-V functional and the def2-TZVPD basis) on a cluster of 13 separate species, C40H90N10O16S in total in a non-equilibrium geometry.

XYZ file:
```
157
Properties=species:S:1:pos:R:3
C -12.27915 -7.86961 12.42603
C -12.57136 -8.54684 13.75852
O -13.76508 -8.86042 14.07852
N -11.54313 -8.82050 14.55992
C -11.72834 -9.37979 15.95836
H -12.66326 -6.84984 12.40062
H -12.86802 -8.30368 11.61802
H -11.23202 -7.98900 12.14787
H -10.63317 -8.68543 14.14300
H -11.84711 -8.60313 16.71386
H -10.93718 -10.05931 16.27522
H -12.69992 -9.87324 15.98363
C -2.88348 -11.76528 15.72685
C -4.14617 -10.90557 15.98039
O -5.07068 -10.80859 15.13341
N -4.26626 -10.35178 17.22905
C -5.33884 -9.44438 17.65883
H -2.33732 -11.85196 16.66615
H -2.24094 -11.30635 14.97544
H -3.19297 -12.76408 15.41905
H -3.46285 -10.43461 17.83550
H -6.21447 -10.02414 17.95077
H -5.67121 -8.78934 16.85349
H -5.06481 -8.85975 18.53702
C -7.17920 -7.77762 13.93739
C -8.04642 -9.01864 13.60434
O -9.16789 -8.93373 13.08489
N -7.43324 -10.17945 13.73432
C -8.09049 -11.42130 13.44573
H -6.21740 -7.89828 13.43893
H -6.98149 -7.77686 15.00931
H -7.65889 -6.85640 13.60673
H -6.50471 -10.23961 14.12715
H -8.93663 -11.42180 14.13286
H -7.37787 -12.21099 13.68381
H -8.49275 -11.50690 12.43629
C -7.73976 -12.21308 16.85297
C -8.13318 -12.35471 18.35877
O -7.90178 -11.39910 19.14419
N -8.62319 -13.48529 18.85017
C -8.86772 -14.70838 18.16651
H -8.12479 -13.01934 16.22862
H -6.65297 -12.20363 16.76985
H -8.05029 -11.29371 16.35656
H -8.88436 -13.35624 19.81725
H -9.61179 -14.46069 17.40947
H -9.09571 -15.55707 18.81136
H -7.96448 -14.95768 17.60962
C -5.49974 -6.66706 23.54885
C -6.74166 -7.37888 23.09951
O -7.31022 -8.13206 23.89548
N -7.15688 -7.19213 21.85815
C -8.20149 -8.07944 21.27308
H -5.66456 -6.21060 24.52485
H -5.22443 -5.81203 22.93142
H -4.66188 -7.33341 23.75397
H -6.59829 -6.61826 21.24272
H -7.79247 -8.70235 20.47759
H -9.06207 -7.51725 20.91055
H -8.65327 -8.74290 22.01052
C -10.03852 -1.80211 18.14262
C -10.85965 -0.54174 17.98607
O -12.06616 -0.43570 17.66095
N -10.23670 0.60394 18.18798
C -8.84251 0.93273 18.49923
H -9.43203 -1.87965 17.24026
H -10.64480 -2.70693 18.18543
H -9.33893 -1.79083 18.97842
H -10.81988 1.42025 18.07123
H -8.64481 1.12420 19.55392
H -8.70750 1.86198 17.94572
H -8.17324 0.15849 18.12408
C -11.55100 -3.25012 15.37426
C -12.56943 -4.00708 16.21788
O -12.66443 -3.83532 17.43488
N -13.37094 -4.81679 15.55283
C -14.32230 -5.73964 16.21310
H -11.59532 -3.40751 14.29659
H -10.54058 -3.32132 15.77685
H -11.75203 -2.18676 15.50446
H -13.41067 -4.57617 14.57271
H -15.18887 -5.07853 16.22283
H -14.13581 -5.99991 17.25501
H -14.53428 -6.59459 15.57105
C -4.64657 -4.16673 19.13418
C -4.29164 -5.55531 19.64031
O -5.20050 -6.39682 19.75057
N -3.02248 -5.80359 19.89843
C -2.55077 -7.01121 20.42994
H -4.59873 -4.24476 18.04803
H -3.97531 -3.35515 19.41496
H -5.65780 -3.96710 19.48867
H -2.39270 -5.02629 20.03735
H -1.48422 -7.04424 20.20749
H -2.98139 -7.80584 19.82065
H -2.83068 -7.06533 21.48199
C -5.70979 -3.06479 12.51517
C -5.78042 -3.30832 13.98438
O -4.78243 -3.70760 14.57674
N -6.95307 -3.17411 14.56591
C -7.23660 -3.48732 15.97565
H -4.86743 -2.44607 12.20582
H -6.47936 -2.44239 12.05859
H -5.76321 -3.99929 11.95663
H -7.73896 -2.94202 13.97546
H -7.37544 -2.60877 16.60571
H -6.48577 -4.14466 16.41413
H -8.18785 -4.00392 16.10353
C -7.64886 -3.26240 25.33392
C -7.24768 -3.36613 23.82134
O -6.10179 -3.07827 23.56953
N -8.19310 -3.73813 22.94427
C -8.00835 -3.91261 21.54399
H -8.72697 -3.16430 25.46095
H -7.24385 -2.41703 25.89019
H -7.43043 -4.19644 25.85154
H -9.13816 -3.53225 23.23511
H -8.53329 -3.10819 21.02877
H -8.64111 -4.75525 21.26528
H -6.99882 -4.09649 21.17638
C -11.12687 -11.17703 20.92673
C -11.25326 -10.53830 19.56524
O -11.44774 -11.58515 18.65412
S -12.10365 -12.90076 19.34597
O -11.74299 -14.07352 18.57004
O -13.49904 -12.59486 19.70328
O -11.24316 -12.56221 20.73141
H -11.94125 -10.89090 21.59231
H -10.17907 -10.92056 21.40003
H -10.33863 -9.98789 19.34482
H -11.98860 -9.73839 19.47858
C -14.03381 -6.74901 22.28081
C -14.50368 -7.81572 23.29487
C -13.20055 -8.61080 23.57892
O -12.37062 -8.41773 22.39881
C -12.81973 -7.41294 21.54673
H -13.65395 -5.86384 22.79097
H -14.77732 -6.42859 21.55101
H -15.26280 -8.50963 22.93385
H -14.90284 -7.22995 24.12290
H -13.58998 -9.62541 23.66270
H -12.73721 -8.33797 24.52707
H -13.18286 -7.96987 20.68297
H -12.05554 -6.79541 21.07476
C -8.26676 -6.64111 17.84074
C -9.35263 -5.56533 18.06249
C -10.42991 -6.25337 18.88146
O -10.17356 -7.63749 18.63410
C -9.10734 -7.90521 17.71093
H -7.69129 -6.76812 18.75767
H -7.58511 -6.44420 17.01328
H -9.71043 -5.28034 17.07312
H -8.94818 -4.65020 18.49498
H -11.46593 -6.11628 18.57167
H -10.37697 -6.10261 19.95969
H -9.45869 -7.94372 16.67983
H -8.52941 -8.81182 17.89035
```

Computed properties:
- multiplicity = 1
- E_LUMO (eV) = 0.2
- energy (eV) = -101436.33814

***

No. 3
ORCA calculation (the ωB97M-V functional and the def2-TZVPD basis) on a cluster of 11 separate species, C40H92F6N5O20P in total in a non-equilibrium geometry.

XYZ file:
```
164
Properties=species:S:1:pos:R:3
C -25.64339 8.38388 15.91962
C -24.82736 7.06363 15.87878
C -25.57294 6.00259 16.75167
C -26.82234 5.38838 16.11532
C -26.63899 4.80932 14.73629
C -26.09367 5.77870 13.76232
N -24.86114 6.68911 14.38233
O -24.12678 7.11675 13.60977
C -27.08575 6.85319 13.40117
C -25.46318 5.11044 12.50779
C -23.37321 7.13225 16.37528
H -25.51067 8.89006 16.86770
H -26.70161 8.14914 15.83031
H -25.40504 9.15638 15.19220
H -25.76480 6.46507 17.68772
H -24.85942 5.23910 16.81155
H -27.60765 6.13062 16.03955
H -27.18850 4.66867 16.84336
H -27.51249 4.33851 14.16089
H -25.95342 3.92552 14.75056
H -27.22179 7.50691 14.23087
H -28.09633 6.44644 13.07603
H -26.73262 7.57828 12.59258
H -26.23104 4.43457 12.08519
H -24.49482 4.59600 12.89762
H -25.27064 5.98003 11.85755
H -22.80009 6.77071 15.53598
H -23.30301 6.36629 17.19355
H -23.12220 8.11368 16.61534
P -21.75612 3.80280 14.25852
F -21.17927 4.99294 15.14114
F -23.15504 4.01285 15.05446
F -22.15056 4.92158 13.20019
F -22.44788 2.54713 13.36681
F -20.36817 3.64288 13.54685
F -21.24449 2.63275 15.27729
C -17.59617 5.28270 8.86294
C -18.56265 5.21507 10.03389
C -17.78658 5.07735 11.32760
O -17.16984 3.77701 11.30657
C -16.39920 3.50736 12.47178
N -19.36287 6.45752 10.06711
H -18.22018 5.25134 7.94439
H -16.80787 4.54832 9.01664
H -17.16633 6.30995 8.90031
H -19.25352 4.37843 9.90260
H -18.48035 5.18148 12.17309
H -16.99361 5.84384 11.38125
H -17.04477 3.66248 13.39245
H -15.52593 4.16891 12.50799
H -16.14756 2.43146 12.38824
H -18.79172 7.19205 9.65904
H -20.17512 6.34429 9.50690
C -19.73191 -1.93114 12.96693
C -19.50367 -0.57620 13.48384
C -19.57369 0.47976 12.43288
O -18.72311 0.07628 11.36673
C -18.68603 0.96040 10.23087
N -20.40489 -0.25953 14.61756
H -19.88523 -2.59663 13.88972
H -18.92771 -2.23360 12.33729
H -20.77496 -1.91996 12.56879
H -18.47535 -0.59703 13.94930
H -19.23505 1.41431 12.90311
H -20.58799 0.67772 12.01241
H -18.09566 1.88403 10.38820
H -19.72278 1.20721 9.93987
H -18.15959 0.32569 9.54582
H -21.37940 -0.45271 14.32301
H -20.30636 0.73564 14.83278
C -17.39387 5.62800 17.12289
C -18.40928 4.49238 17.35866
C -18.21520 3.38683 16.34469
O -16.89566 2.95767 16.52163
C -16.64453 1.68782 15.95421
N -18.48073 4.06605 18.76304
H -16.34363 5.28361 17.05885
H -17.45059 6.28094 17.96606
H -17.66721 6.32032 16.35571
H -19.38901 4.83575 17.11128
H -18.38890 3.68460 15.30384
H -18.89719 2.58311 16.47374
H -15.56521 1.45575 16.01829
H -17.06796 1.59036 14.94101
H -17.25242 0.95223 16.58669
H -19.29379 3.43493 18.99062
H -17.56451 3.59274 18.85926
C -25.51901 1.48546 15.92070
C -25.06973 0.65162 14.72662
C -25.89643 -0.57592 14.54084
O -25.33198 -1.27350 13.42737
C -25.78353 -2.59766 13.27984
N -25.16640 1.42315 13.44220
H -25.47681 0.90619 16.84130
H -26.53791 1.85168 15.79733
H -24.84727 2.37526 15.94249
H -24.02699 0.34720 14.83885
H -26.95245 -0.33273 14.35493
H -25.94970 -1.25296 15.45568
H -25.34995 -3.24025 14.06191
H -25.43774 -2.79002 12.29537
H -26.87228 -2.72876 13.28408
H -25.10244 0.83321 12.65614
H -24.42537 2.09245 13.37709
C -20.26525 0.52696 18.26205
O -20.77978 1.55414 19.15205
C -20.96512 1.26985 20.44679
O -20.94083 0.15851 21.01927
O -21.21766 2.44684 21.02616
C -21.14048 2.41060 22.43069
H -19.50213 -0.01122 18.80895
H -19.81667 1.15891 17.50999
H -21.07722 -0.04808 17.79941
H -21.68570 3.27973 22.81927
H -20.11273 2.43571 22.72183
H -21.54079 1.55633 22.90415
C -23.17393 8.94161 11.10107
O -23.78012 9.62873 12.21087
C -22.97823 9.94001 13.20482
O -23.16645 10.75419 14.05296
O -21.85538 9.14466 13.18231
C -20.81061 9.25699 14.13873
H -24.02957 8.57086 10.48197
H -22.58682 8.08776 11.45067
H -22.56418 9.65276 10.56932
H -20.14260 10.07077 13.87866
H -20.27991 8.30054 14.10208
H -21.22756 9.47188 15.09778
C -23.52014 3.27709 18.21830
O -24.91997 3.29548 18.33332
C -25.52341 2.43097 19.22553
O -24.94499 1.59725 19.88227
O -26.84572 2.60465 19.13903
C -27.70102 1.94213 20.12978
H -23.17366 2.39840 17.69298
H -22.98035 3.27141 19.17013
H -23.28419 4.13789 17.60208
H -27.21085 1.06152 20.43652
H -28.65948 1.80036 19.54686
H -27.73378 2.61089 20.96734
C -25.16156 5.28045 20.76164
O -24.07336 5.96089 20.10964
C -22.92950 6.02293 20.86609
O -22.82046 5.69738 22.03726
O -21.96366 6.45132 20.12852
C -20.68022 6.57873 20.78182
H -25.54783 5.72552 21.65201
H -24.88278 4.22796 21.00431
H -25.93613 5.36169 20.00149
H -20.00185 6.62282 19.95417
H -20.49012 5.72194 21.42537
H -20.67045 7.48794 21.31572
C -22.63075 4.47619 10.04392
O -22.18481 5.47636 9.11281
C -23.07817 6.26610 8.55555
O -24.22193 6.36101 8.87892
O -22.48133 6.99362 7.55880
C -23.23312 8.06358 6.95792
H -21.83391 3.74336 10.29588
H -23.58059 4.19052 9.70459
H -22.65730 4.92985 11.02346
H -24.19509 8.17097 7.37523
H -23.12105 7.92283 5.84736
H -22.69161 8.98351 7.26272
```

Computed properties:
- multiplicity = 1
- E_LUMO (eV) = -2.4
- energy (eV) = -116965.77807

***

Calculated Kohn-Sham gap (eV), listed in the same order as above: 7.5; 8.9; 6.3